(1)
Below is a structure of composition C4H4N2 at a distorted geometry, with properties calculated with the ωB97M-V functional and the def2-TZVPD basis.

As for the HOMO-LUMO gap: 8.69 eV.

Each line ends with the Löwdin charge.
Cartesian coordinates (Å):
C: -0.8771 0.1008 0.2552  -0.1289
C: -0.2096 1.2612 -0.1551  -0.1444
N: 1.0672 1.1051 -0.4148  0.1204
C: 1.2819 -0.1453 -0.0377  -0.2548
N: 0.7923 -1.3100 -0.4298  0.1200
C: -0.4863 -1.1738 -0.1675  -0.1464
H: -1.7866 0.1927 0.7844  0.0740
H: -0.6838 2.2368 -0.2495  0.1206
H: 2.0643 -0.2441 0.6706  0.1185
H: -1.1623 -2.0234 -0.2558  0.1210

(2)
Below is a structure of composition C9H32N8NbO4 at a distorted geometry, with properties calculated with the ωB97M-V functional and the def2-TZVPD basis.

As for the HOMO-LUMO gap: 5.95 eV. As for the charge: -1.

Each line ends with the Löwdin charge.
Cartesian coordinates (Å):
C: -2.7689 0.7925 0.5128  -0.1404
C: -1.8969 -0.3870 0.9913  -0.2649
C: -1.0784 -0.1126 2.2789  -0.2440
C: 0.0304 0.9818 2.1532  -0.3142
C: -0.3014 2.3113 2.9589  -0.4457
Nb: -0.4527 4.2088 1.6647  0.9050
H: -2.2660 1.4463 -0.1989  0.0289
H: -3.6206 0.3546 -0.0404  0.0574
H: -3.2070 1.3713 1.3278  0.0614
H: -2.5811 -1.2242 1.2127  0.0642
H: -1.2444 -0.7307 0.1804  0.1001
H: -0.5596 -1.0514 2.5490  0.0720
H: -1.7100 0.1248 3.1455  0.0912
H: 0.2418 1.2634 1.1163  0.0448
H: 0.9601 0.5659 2.5788  0.0699
H: 0.5744 2.4899 3.6065  -0.0006
H: -1.1837 2.1632 3.6016  0.0014
H: -1.5846 5.0124 2.8716  -0.2238
H: -1.8569 3.5264 0.6896  -0.1854
H: 0.6948 3.4668 0.4786  -0.1615
H: 1.0111 4.9043 2.5195  -0.2067
H: -0.5586 5.6589 0.5490  -0.2363
C: 2.5164 2.7057 -2.2145  -0.6883
O: 2.3960 2.8209 -1.0080  -0.0238
N: 3.4389 3.4115 -2.9378  0.1437
N: 1.7372 1.8614 -2.9515  0.1519
H: 3.5514 3.3246 -3.9307  0.0751
H: 4.0271 4.0437 -2.4322  0.0936
H: 1.0502 1.3263 -2.4565  0.0973
H: 1.8241 1.7528 -3.9459  0.0538
C: 2.0398 -3.6137 1.5379  -0.6901
O: 1.9966 -3.5906 0.3170  0.0164
N: 2.0700 -2.4830 2.2968  0.1593
N: 2.0601 -4.7857 2.2434  0.1379
H: 2.1039 -2.4853 3.2972  0.0936
H: 2.0538 -1.6017 1.8138  0.1008
H: 2.0379 -5.6365 1.7167  0.0944
H: 2.0938 -4.8332 3.2427  0.0859
C: 2.7280 0.6300 -6.8394  -0.6759
O: 3.1868 1.2718 -5.9064  0.0199
N: 3.4964 -0.2064 -7.5944  0.1492
N: 1.4135 0.6979 -7.1981  0.1526
H: 3.1454 -0.7438 -8.3622  0.0900
H: 4.4661 -0.2788 -7.3532  0.1030
H: 0.8223 1.3041 -6.6618  0.1039
H: 1.0160 0.1804 -7.9569  0.0911
C: -4.3007 -3.9676 3.8309  -0.6892
O: -4.4512 -3.8394 5.0371  0.0144
N: -3.3937 -3.2415 3.1206  0.1594
N: -5.0354 -4.8562 3.0956  0.1386
H: -3.2550 -3.3383 2.1335  0.0854
H: -2.8324 -2.5799 3.6248  0.1003
H: -5.7124 -5.4061 3.5867  0.0955
H: -4.9324 -4.9800 2.1076  0.0874

(3)
Below is a structure of composition C21H35AsF6NO7ReS2Sb at a distorted geometry, with properties calculated with the ωB97M-V functional and the def2-TZVPD basis.

As for the spin multiplicity: 4. As for the HOMO-LUMO gap (spin up / spin down): 7.47 / 7.20 eV. As for the charge: +2. Its expectation value of S² is 3.76.

Each line ends with the Löwdin spin population.
Cartesian coordinates (Å):
Re: 0.4035 -1.7086 -0.7099  2.6400
C: 3.1875 1.9355 -1.2225  0.0009
C: 2.2323 0.9452 -1.8921  0.0045
C: 2.2022 1.0955 -3.4054  0.0015
O: 2.5653 -0.3891 -1.4983  0.0672
C: 0.8482 1.1694 -1.3008  0.0111
O: 0.1762 2.1681 -1.7291  0.0038
O: 0.3916 0.4070 -0.4164  0.0494
H: 4.1898 1.7863 -1.6244  0.0000
H: 3.2142 1.7746 -0.1445  0.0000
H: 2.8922 2.9629 -1.4329  0.0004
H: 3.2071 0.9430 -3.8007  0.0002
H: 1.8757 2.0941 -3.6875  0.0002
H: 1.5342 0.3569 -3.8485  0.0000
H: 3.3595 -0.6955 -1.9579  0.0019
F: -1.3110 -4.6325 -3.6002  0.0003
C: -0.0305 -4.4819 -3.8921  0.0001
F: 0.1138 -4.0196 -5.1191  0.0000
F: 0.6146 -5.6154 -3.7349  0.0002
S: 0.6977 -3.2390 -2.7172  0.0148
O: 0.2448 -3.6991 -1.3851  0.0668
O: 2.0932 -3.1837 -2.9738  0.0181
N: 0.0675 -1.7844 -3.0330  0.0060
S: -1.4297 -1.2503 -2.8664  0.0120
O: -1.3329 0.1860 -2.6992  0.0057
O: -2.2248 -1.9916 -1.9276  0.0542
C: -2.2294 -1.3656 -4.5390  0.0000
F: -3.3156 -0.6063 -4.4995  0.0000
F: -2.5584 -2.6059 -4.8271  0.0002
F: -1.3817 -0.8936 -5.4397  0.0004
C: 2.8872 -2.7346 1.8253  -0.0006
As: 1.1034 -2.0016 1.6961  0.0204
C: 0.0346 -3.2322 2.7310  0.0144
C: 1.1803 -0.3468 2.7412  -0.0024
C: 1.4601 -0.5932 4.1939  -0.0007
C: 0.4139 -0.8035 5.0887  -0.0002
C: 0.6727 -1.0621 6.4262  0.0000
C: 1.9823 -1.1166 6.8829  -0.0004
C: 3.0306 -0.9039 5.9993  0.0000
C: 2.7705 -0.6435 4.6618  -0.0004
H: 3.1594 -2.8486 2.8738  -0.0006
H: 3.5960 -2.0711 1.3324  0.0003
H: 2.9025 -3.7075 1.3365  0.0004
H: 0.4602 -3.3289 3.7286  0.0010
H: 0.0392 -4.1976 2.2279  0.0002
H: -0.9883 -2.8687 2.8038  0.0005
H: 0.2261 0.1593 2.5862  0.0001
H: 1.9618 0.2615 2.2811  -0.0002
H: -0.6121 -0.7548 4.7397  0.0000
H: -0.1475 -1.2164 7.1143  0.0000
H: 2.1848 -1.3160 7.9261  0.0000
H: 4.0522 -0.9325 6.3536  0.0000
H: 3.5941 -0.4610 3.9802  0.0000
C: -0.4409 3.5695 1.4032  0.0000
C: -1.3393 3.9400 0.2264  0.0004
Sb: -1.7725 2.3211 -1.0634  0.0014
C: -2.6447 3.0183 -2.8501  0.0001
C: -4.0148 3.6309 -2.5587  0.0000
C: -2.9245 0.8388 -0.0638  0.0023
C: -3.7775 1.5100 1.0064  0.0003
H: -0.2002 4.4677 1.9705  0.0000
H: 0.5004 3.1275 1.0738  0.0000
H: -0.9264 2.8703 2.0844  0.0000
H: -0.8750 4.6867 -0.4199  0.0000
H: -2.2980 4.3441 0.5567  0.0001
H: -2.7059 2.1621 -3.5212  0.0000
H: -1.9457 3.7407 -3.2718  0.0000
H: -4.7106 2.9025 -2.1397  0.0000
H: -4.4476 3.9883 -3.4922  0.0000
H: -3.9523 4.4845 -1.8829  0.0000
H: -2.2425 0.0900 0.3343  0.0038
H: -3.5148 0.3757 -0.8531  0.0001
H: -3.1760 1.9487 1.8022  0.0000
H: -4.4244 0.7559 1.4554  0.0001
H: -4.4280 2.2848 0.5973  0.0001

Computed ΔE to the lowest compared entry with this formula, charge and spin, in the same sequence as the records: 278.0 23.5 210.3 kJ/mol.